DFT (ωB97M-V with the def2-TZVPD basis set) results for 2 unconnected molecules or ions with the total composition C2H3F3NSi.

Bonds (Å) are listed after each position.
Element x y z (Å)
1 C 1.107 -0.440 0.017  C2 1.203, N3 1.462
2 C 2.121 0.206 -0.011  C1 1.203
3 N -0.174 -1.103 -0.219  C1 1.462, H8 1.138, H9 1.111, H10 1.023
4 F 5.364 -1.419 0.193  Si7 1.583
5 F 6.226 0.840 1.284  Si7 1.568
6 F 5.954 0.874 -1.278  Si7 1.543
7 Si 5.597 0.138 0.031  F4 1.583, F5 1.568, F6 1.543
8 H -0.241 -1.517 -1.278  N3 1.138
9 H -1.060 -0.443 -0.104  N3 1.111
10 H -0.461 -1.818 0.455  N3 1.023

Results
* HOMO level (alpha / beta): -13.75 / -13.75 eV
* total charge: +1
* 2S+1: 1
* energy relative to the best compared isomer or geometry (same formula, charge and spin): 158.9 kJ/mol
* LUMO energy (alpha / beta): -0.229 / -0.229 hartree